[1]
The following is a DFT calculation (wB97M-V/def2-TZVPD) of 16 unconnected molecules or ions with the total composition C49H86O38.

Values from the calculation:
Total charge ... 0
HOMO energy ... -9.72 eV
Kohn-Sham gap ... 9.44 eV
E_tot ... -4777.67532 Ha

```
173
Properties=species:S:1:pos:R:3:lowdin_charge:R:1
C 4.0352 2.9857 -20.6337 -0.132
O 2.6140 2.9196 -20.5285 -0.133
H 4.4348 3.9837 -20.4535 0.055
H 4.5206 2.3724 -19.8746 0.076
H 4.2808 2.6989 -21.6562 0.068
H 2.3088 2.0129 -20.4492 0.027
C 5.5923 3.2811 -15.3780 -0.163
O 4.5418 2.9203 -14.5951 -0.104
H 6.4555 2.7229 -15.0155 0.087
H 5.4302 2.8893 -16.3821 0.062
H 5.7314 4.3422 -15.5853 0.087
H 4.5572 2.0476 -14.1955 0.078
C 5.3932 9.1934 -17.6704 -0.167
O 6.5714 8.5124 -18.1188 -0.106
H 4.7890 8.7912 -16.8572 0.067
H 5.5982 10.1920 -17.2845 0.077
H 4.6909 9.1471 -18.5027 0.065
H 6.3326 7.5843 -18.0625 0.035
C 2.7682 1.7628 -17.3656 -0.143
O 2.7631 1.1155 -16.1140 -0.131
H 2.0834 2.6080 -17.4343 0.089
H 3.7652 2.1432 -17.5881 0.064
H 2.5240 0.9579 -18.0588 0.067
H 3.1965 1.7283 -15.5155 0.028
C 4.3620 5.7872 -18.3491 -0.201
O 5.3885 5.9579 -19.1506 -0.116
H 3.9093 6.7481 -18.1046 0.076
H 3.6378 5.0968 -18.7815 0.081
H 4.8770 5.3836 -17.4774 0.084
H 5.1613 6.2593 -20.0333 0.071
C 1.5969 2.6677 -24.4318 0.002
C 2.2397 1.3832 -24.7459 -0.408
C 3.0375 1.3968 -25.9978 -0.107
O 4.2506 0.8718 -25.5735 0.094
C 4.3768 1.0649 -24.2544 -0.490
O 5.4194 1.0881 -23.6185 0.138
O 3.1252 1.2228 -23.7473 0.090
H 1.0379 2.6096 -23.4979 0.089
H 0.8119 2.9007 -25.1513 0.106
H 2.3534 3.4503 -24.3744 0.092
H 1.5304 0.5621 -24.6427 0.152
H 2.9060 2.3632 -26.4846 0.132
H 2.6389 0.6185 -26.6486 0.145
C 8.2519 6.5309 -22.4256 0.002
C 8.3318 5.9486 -21.0344 -0.364
C 8.0068 4.5073 -20.8676 -0.089
O 9.2660 3.9052 -20.6467 0.079
C 10.1168 4.8477 -20.2671 -0.510
O 11.2040 4.6229 -19.6917 0.090
O 9.5767 6.0637 -20.4823 0.116
H 8.0108 7.5894 -22.3277 0.087
H 7.4237 6.0924 -22.9822 0.072
H 9.0472 6.2393 -23.1116 0.095
H 7.6554 6.5408 -20.4182 0.140
H 7.6929 3.9684 -21.7615 0.129
H 7.2567 4.3209 -20.0990 0.125
C -3.1856 -0.1271 -19.1003 0.010
C -2.4545 0.5385 -17.9470 -0.351
C -1.0253 0.6852 -18.0961 -0.115
O -0.9285 2.0466 -18.3973 0.093
C -1.9342 2.6924 -17.8623 -0.626
O -2.0469 3.8700 -17.6170 0.146
O -2.8104 1.8172 -17.6012 0.150
H -4.2749 -0.1211 -19.0620 0.087
H -3.0201 -1.1628 -19.3969 0.090
H -2.9304 0.4729 -19.9738 0.085
H -2.5714 0.0009 -17.0061 0.162
H -0.7399 0.0825 -18.9584 0.125
H -0.3418 0.4943 -17.2688 0.145
C 7.2160 -0.1031 -13.4803 0.011
C 7.2610 -0.8083 -14.9073 -0.314
C 5.8599 -1.1798 -15.4028 -0.099
O 5.7621 -0.5756 -16.6718 0.074
C 6.8550 0.1236 -16.9377 -0.490
O 7.2559 0.6554 -17.9932 0.115
O 7.6645 0.1012 -15.8292 0.059
H 8.0200 0.6266 -13.3842 0.083
H 7.3694 -0.7886 -12.6468 0.077
H 6.2716 0.4146 -13.3129 0.064
H 7.9740 -1.6218 -15.0417 0.158
H 5.0201 -0.9908 -14.7341 0.123
H 5.8785 -2.2529 -15.5928 0.136
C 5.7759 -2.7398 -23.2756 0.002
C 5.4025 -2.4178 -21.7462 -0.231
C 6.3368 -1.1984 -21.2771 -0.078
O 5.4220 -0.1975 -20.8885 0.084
C 4.1782 -0.6013 -21.0578 -0.586
O 3.2545 0.0382 -20.6837 0.159
O 4.1318 -1.7883 -21.6908 0.048
H 6.7268 -3.2715 -23.2414 0.082
H 5.8083 -1.8650 -23.9251 0.075
H 5.0000 -3.4446 -23.5744 0.072
H 5.2722 -3.1750 -20.9731 0.151
H 6.9438 -0.9536 -22.1487 0.110
H 7.0945 -1.5176 -20.5615 0.130
C -1.7980 6.5081 -19.6046 -0.007
C -1.5299 5.4795 -20.7440 -0.279
C -2.7091 4.5741 -21.2574 -0.062
O -2.4277 4.6098 -22.6411 0.065
C -1.6866 5.6935 -22.9913 -0.485
O -1.4764 6.2410 -24.0984 0.088
O -1.1866 6.2457 -21.8714 0.024
H -0.9433 6.8602 -19.0270 0.066
H -2.3447 5.9875 -18.8183 0.060
H -2.4558 7.3106 -19.9382 0.093
H -0.6285 4.8746 -20.6458 0.156
H -3.6473 5.0208 -20.9284 0.136
H -2.6220 3.5668 -20.8502 0.127
C 2.6276 -2.2585 -17.4425 0.009
C 2.5680 -2.7010 -15.9788 -0.344
C 1.1750 -2.7542 -15.4342 -0.070
O 0.9808 -4.1484 -15.1459 0.084
C 2.1066 -4.8327 -15.3130 -0.518
O 2.3857 -5.9735 -14.9113 0.114
O 3.0008 -4.0116 -15.8961 0.077
H 2.0516 -1.3569 -17.6511 0.070
H 2.1901 -3.0639 -18.0324 0.096
H 3.6271 -1.9780 -17.7747 0.078
H 3.2200 -2.1232 -15.3237 0.132
H 0.4459 -2.3689 -16.1469 0.128
H 1.0407 -2.2059 -14.5018 0.139
C 7.9274 1.7563 -25.2352 -0.011
C 8.9757 1.9692 -24.2364 -0.375
C 10.2510 1.2865 -24.3218 -0.099
O 11.0934 2.2323 -24.9604 0.071
C 10.4599 3.4333 -24.9806 -0.597
O 10.9549 4.4134 -25.4656 0.162
O 9.3326 3.3072 -24.3790 0.112
H 7.0737 2.4298 -25.1592 0.081
H 7.7020 0.6982 -25.1019 0.095
H 8.3856 1.9864 -26.1971 0.111
H 8.4879 1.8852 -23.2653 0.159
H 10.4198 0.3926 -24.9224 0.145
H 10.6928 1.1013 -23.3427 0.142
C 1.2075 8.1596 -20.3045 -0.027
C 1.7975 7.4468 -21.5081 -0.218
C 1.9200 8.3917 -22.7044 -0.065
O 3.2920 8.4082 -23.0136 0.109
C 3.9844 7.7469 -22.1778 -0.631
O 5.2035 7.5970 -22.1908 0.121
O 3.2473 7.2128 -21.2242 0.078
H 0.1607 8.4231 -20.4559 0.080
H 1.7084 9.1218 -20.1974 0.092
H 1.1837 7.6407 -19.3462 0.082
H 1.2688 6.5153 -21.7105 0.140
H 1.6780 9.4235 -22.4496 0.139
H 1.4104 8.1029 -23.6237 0.142
C 0.4594 -3.1075 -21.8426 0.001
C 0.5182 -1.7206 -22.4351 -0.363
C -0.6674 -1.3550 -23.2346 -0.114
O -0.7816 -0.0053 -22.8978 0.067
C -0.1056 0.3043 -21.7763 -0.501
O -0.1404 1.3290 -21.1438 0.151
O 0.5103 -0.8566 -21.3272 0.053
H 1.4624 -3.5294 -21.9080 0.080
H -0.2354 -3.7907 -22.3312 0.087
H 0.2369 -3.1380 -20.7760 0.092
H 1.4154 -1.4441 -22.9888 0.153
H -1.5734 -1.8329 -22.8618 0.142
H -0.5479 -1.5437 -24.3015 0.148
C 3.7081 5.6255 -25.8314 -0.002
C 4.9078 4.6772 -26.0532 -0.339
C 5.2192 4.3873 -27.4830 -0.066
O 6.6246 4.7208 -27.7847 0.113
C 7.0143 5.4755 -26.7997 -0.515
O 8.0599 6.1300 -26.6723 0.130
O 6.0504 5.4405 -25.7902 0.040
H 2.7490 5.1676 -26.0732 0.075
H 3.8271 6.5632 -26.3742 0.099
H 3.6402 5.9889 -24.8060 0.076
H 4.9460 3.8109 -25.3927 0.137
H 4.5478 4.9856 -28.0990 0.134
H 4.9619 3.3629 -27.7523 0.127
```

=====

[2]
The following is a DFT calculation (wB97M-V/def2-TZVPD) of 10 unconnected molecules or ions with the total composition C57H133NO.

Values from the calculation:
Total charge ... 0
HOMO energy ... -9.61 eV
SMILES string ... CNC(C)=O.CCCCCC.CCCCCC.CCCCCC.CCCCCC.CCCCCC.CCCCCC.CCCCCC.CCCCCC.CCCCCC
Kohn-Sham gap ... 10.16 eV
E_tot ... -2381.44011 Ha

```
192
Properties=species:S:1:pos:R:3:lowdin_charge:R:1
C -16.1402 -7.5492 21.7417 -0.071
C -15.0021 -7.0622 22.7510 -0.222
C -14.1180 -6.0558 22.0894 -0.248
C -12.9749 -6.5307 21.1811 -0.203
C -12.1069 -5.4206 20.5582 -0.282
C -12.6873 -4.8299 19.3121 -0.111
H -15.7492 -7.5651 20.7273 0.060
H -16.8830 -6.7246 21.7428 0.073
H -16.6625 -8.4343 22.0427 0.050
H -15.4294 -6.4857 23.5265 0.071
H -14.3880 -7.9034 23.0702 0.082
H -13.6484 -5.4075 22.8197 0.078
H -14.6786 -5.3384 21.4971 0.107
H -12.3377 -7.1671 21.7833 0.090
H -13.3866 -7.0628 20.3437 0.092
H -11.7781 -4.7152 21.3137 0.071
H -11.1332 -5.9191 20.2827 0.090
H -13.0997 -5.7015 18.6729 0.103
H -13.4976 -4.0830 19.4968 0.082
H -11.8583 -4.4323 18.7178 0.065
C -16.0418 -2.4603 29.8650 -0.113
C -14.9253 -2.2603 28.8293 -0.257
C -15.4413 -2.6162 27.3826 -0.224
C -14.3641 -2.4528 26.2509 -0.178
C -15.2338 -2.6626 24.9522 -0.285
C -14.5876 -2.6812 23.6090 -0.110
H -16.3733 -3.4743 29.6387 0.067
H -16.8257 -1.7399 29.7993 0.061
H -15.6314 -2.5427 30.8603 0.061
H -14.4739 -1.2389 28.8050 0.109
H -14.1557 -3.0350 29.0014 0.102
H -16.2719 -2.0006 27.2458 0.082
H -15.7513 -3.7047 27.2874 0.114
H -13.9110 -1.4245 26.1976 0.113
H -13.5954 -3.2348 26.3326 0.104
H -15.7475 -3.6026 25.1589 0.065
H -15.9981 -1.9173 24.9694 0.096
H -13.5610 -3.0676 23.6281 0.048
H -15.0830 -3.3062 22.8546 0.063
H -14.5782 -1.6001 23.2825 0.095
C -13.4232 -7.8521 28.3335 -0.128
C -14.7595 -8.6137 28.3680 -0.238
C -15.6789 -8.5205 27.0214 -0.191
C -16.2235 -7.1571 26.7761 -0.273
C -17.5077 -7.1340 25.9421 -0.253
C -17.8815 -5.6289 25.7397 -0.107
H -12.8438 -8.1002 29.2044 0.051
H -13.5411 -6.7812 28.1564 0.063
H -12.8073 -8.2331 27.4688 0.075
H -14.6299 -9.6448 28.8060 0.109
H -15.2590 -8.1145 29.1902 0.078
H -16.4688 -9.2699 26.9656 0.101
H -14.9510 -8.8726 26.2703 0.101
H -16.6397 -6.7848 27.7444 0.123
H -15.5615 -6.3960 26.4365 0.090
H -17.4098 -7.5987 24.9846 0.079
H -18.2924 -7.7130 26.5686 0.137
H -18.7950 -5.5766 25.0861 0.082
H -18.0993 -5.1602 26.6831 0.060
H -17.1307 -5.0895 25.1663 0.037
C -5.3546 -3.3005 25.2830 -0.099
C -6.4752 -2.2452 25.1420 -0.282
C -7.3561 -2.3426 26.3103 -0.296
C -8.4862 -1.3707 26.2063 -0.214
C -9.6680 -1.5971 27.2112 -0.253
C -10.7414 -0.5378 27.1123 -0.110
H -4.6735 -3.3853 24.4379 0.055
H -5.7965 -4.3053 25.3470 0.046
H -4.7706 -3.0215 26.1748 0.090
H -6.0449 -1.2249 24.9409 0.135
H -7.2279 -2.3301 24.3283 0.092
H -6.7843 -2.2288 27.2029 0.109
H -7.6323 -3.3977 26.4428 0.117
H -8.1084 -0.3144 26.2589 0.133
H -8.9113 -1.4935 25.1895 0.094
H -10.0248 -2.6045 27.0659 0.079
H -9.2002 -1.6418 28.1916 0.106
H -11.3909 -0.5111 26.2575 0.057
H -11.4053 -0.5386 27.9746 0.064
H -10.2286 0.4183 27.2303 0.072
C -9.0319 -6.8149 31.0294 -0.128
C -8.2829 -7.6226 29.9694 -0.265
C -9.2820 -8.3313 28.9867 -0.237
C -8.4588 -9.1209 28.0185 -0.260
C -9.2600 -9.8216 26.9309 -0.228
C -8.4157 -10.5760 25.8597 -0.087
H -8.3636 -6.4306 31.8610 0.079
H -9.8437 -7.4355 31.5550 0.095
H -9.4158 -5.9211 30.5895 0.048
H -7.6134 -6.9999 29.4154 0.086
H -7.6615 -8.4169 30.4236 0.110
H -9.9074 -7.5443 28.4839 0.122
H -10.0234 -8.9490 29.5109 0.111
H -7.8060 -8.3585 27.5241 0.114
H -7.8573 -9.8536 28.5645 0.122
H -10.0040 -10.4893 27.3798 0.109
H -9.8572 -9.0839 26.4025 0.092
H -8.1238 -11.6018 26.0486 0.072
H -8.9751 -10.7924 24.9559 0.034
H -7.5987 -10.0164 25.5986 0.013
C -12.9572 -10.1959 22.2971 -0.133
C -11.7511 -10.8749 21.6949 -0.281
C -10.9916 -11.7018 22.7681 -0.172
C -9.8182 -12.5276 22.0620 -0.204
C -8.7328 -13.0268 22.9803 -0.275
C -7.8917 -14.0834 22.2380 -0.110
H -13.5775 -10.9431 22.7919 0.070
H -13.5367 -9.6111 21.5239 0.082
H -12.5763 -9.5255 23.1233 0.082
H -11.9983 -11.5699 20.8627 0.120
H -11.0864 -10.1145 21.2862 0.087
H -11.7250 -12.3040 23.1976 0.079
H -10.6323 -11.0738 23.5926 0.093
H -10.2209 -13.3621 21.5782 0.087
H -9.3642 -11.8863 21.3038 0.094
H -8.1210 -12.1650 23.3168 0.080
H -9.1656 -13.5143 23.8706 0.115
H -7.1125 -14.5396 22.8508 0.063
H -8.4819 -14.8790 21.8014 0.064
H -7.3706 -13.6950 21.3469 0.069
C -10.3597 -3.3191 23.1026 -0.099
C -10.4013 -3.8907 24.5374 -0.242
C -10.7779 -5.3734 24.6264 -0.192
C -9.9279 -6.3292 23.7277 -0.203
C -8.4014 -6.2056 23.8961 -0.206
C -7.6582 -7.4750 23.2861 -0.055
H -11.3896 -3.1177 22.7606 0.056
H -9.8671 -3.8791 22.3055 0.040
H -9.9199 -2.2892 23.0967 0.075
H -9.3675 -3.8549 24.9717 0.086
H -10.9289 -3.2052 25.2022 0.085
H -11.8627 -5.5410 24.3608 0.107
H -10.7397 -5.6816 25.6688 0.096
H -10.2981 -7.3138 23.8863 0.090
H -10.2097 -6.0665 22.6945 0.085
H -8.1877 -5.3073 23.3267 0.075
H -8.1274 -6.0102 24.9300 0.091
H -8.0757 -7.7526 22.2716 0.071
H -6.6242 -7.2262 23.1561 0.042
H -7.8067 -8.2700 23.9516 0.034
C -4.7414 -12.4598 25.0741 -0.096
C -4.4303 -10.9317 25.0624 -0.282
C -4.5977 -10.1609 26.3120 -0.232
C -4.0174 -8.7128 26.1811 -0.200
C -4.5914 -7.8165 27.2579 -0.271
C -5.0656 -6.5170 26.7011 -0.123
H -5.6138 -12.7047 25.6604 0.046
H -4.0181 -13.0296 25.7023 0.072
H -4.7594 -12.9381 24.0615 0.076
H -3.4041 -10.8022 24.7078 0.110
H -4.9159 -10.5500 24.2005 0.074
H -4.0331 -10.6157 27.1362 0.123
H -5.6628 -10.0655 26.6337 0.095
H -2.9420 -8.8852 26.1036 0.114
H -4.3054 -8.4735 25.1595 0.098
H -5.3508 -8.4133 27.7339 0.080
H -3.8921 -7.6764 28.0204 0.091
H -5.9741 -6.6568 26.0911 0.060
H -5.2690 -5.7521 27.4637 0.076
H -4.3137 -6.1391 25.9566 0.089
C -6.6414 -10.3454 21.4579 -0.110
C -6.9718 -10.2642 19.9662 -0.263
C -8.0434 -9.2459 19.6247 -0.219
C -7.5155 -7.7554 19.6019 -0.199
C -8.6632 -6.7402 19.7703 -0.285
C -8.1646 -5.3592 19.9810 -0.104
H -6.1179 -9.4877 21.8813 0.056
H -5.9541 -11.1774 21.6182 0.069
H -7.5763 -10.4950 22.0266 0.061
H -6.0683 -10.0173 19.4371 0.100
H -7.4039 -11.2292 19.5945 0.112
H -8.8618 -9.2840 20.3934 0.097
H -8.5644 -9.4606 18.6761 0.111
H -6.7778 -7.7332 20.3956 0.077
H -6.9513 -7.5966 18.6697 0.121
H -9.2623 -6.8615 18.8602 0.120
H -9.2147 -7.1183 20.5910 0.061
H -7.6168 -5.3942 20.8732 0.036
H -7.5797 -4.9666 19.1299 0.099
H -9.0189 -4.6756 20.1344 0.072
C -4.7249 -5.1952 21.8555 -0.002
C -5.3914 -4.1378 21.0041 -0.541
O -5.1896 -4.0284 19.7950 0.028
N -6.2668 -3.3359 21.7447 0.023
C -7.1207 -2.3783 21.0397 -0.067
H -5.0397 -6.1794 21.5080 0.064
H -4.9984 -5.1090 22.9312 0.062
H -3.6165 -5.1786 21.6398 0.108
H -6.4208 -3.5396 22.7169 0.076
H -8.2156 -2.5938 21.2200 0.076
H -7.0742 -2.5628 20.0005 0.061
H -6.9038 -1.3595 21.2590 0.071
```

=====

[3]
The following is a DFT calculation (wB97M-V/def2-TZVPD) of a gas-phase ion, C13H20N (charge +1).

Values from the calculation:
Relative energy (zero: lowest compared OMol25 entry of this formula, charge and spin) ... 264.36 kJ/mol
Total charge ... +1
HOMO energy ... -12.45 eV
SMILES string ... C=C(c1ccccc1)[N@@H+](C)C(C)(C)C
Kohn-Sham gap ... 9.15 eV
E_tot ... -561.78134 Ha

```
34
Properties=species:S:1:pos:R:3:lowdin_charge:R:1
C 4.1728 0.7460 -0.2150 -0.054
C 3.9762 -0.3822 0.6326 -0.031
C 3.1275 1.3616 -0.9123 -0.035
C 2.7378 -0.9840 0.6717 -0.036
C 1.8593 0.7137 -0.8671 -0.024
C 1.6888 -0.4759 -0.0912 -0.156
C -0.0530 -2.0764 0.7938 0.089
C 0.3170 -1.0483 0.0630 -0.186
C -2.2354 1.5447 -0.7042 -0.013
C -2.8710 -0.3035 1.0001 0.007
C -0.8710 1.1648 1.3176 0.011
C -1.6035 -1.1979 -1.5167 0.025
C -1.8277 0.5251 0.2920 -0.566
N -0.9008 -0.3120 -0.5511 -0.063
H 5.0908 1.1611 -0.2778 0.069
H 4.8815 -0.8189 1.2292 0.155
H 3.2404 2.2749 -1.6138 0.147
H 2.4767 -1.7637 1.3145 0.085
H 1.0444 1.1066 -1.4137 0.082
H -1.0246 -2.4775 0.9884 0.071
H 0.6662 -2.8013 1.3743 0.136
H -2.6681 2.4335 -0.2179 0.123
H -1.4006 1.8605 -1.3337 0.104
H -2.9793 1.1694 -1.3808 0.089
H -2.2707 -0.8578 1.7397 0.093
H -3.4523 -0.9339 0.2437 0.118
H -3.5495 0.5066 1.3248 0.116
H -0.3658 0.3787 1.8341 0.082
H -0.1434 1.7729 0.8033 0.098
H -1.5239 1.6264 1.9911 0.088
H -1.4708 -2.2469 -1.1275 0.124
H -2.5521 -0.9181 -1.8815 0.086
H -1.0785 -1.1026 -2.4622 0.116
H -0.4373 0.3543 -1.0475 0.050
```

=====

[4]
The following is a DFT calculation (wB97M-V/def2-TZVPD) of 4 unconnected molecules or ions with the total composition CH9NO4.

Values from the calculation:
Relative energy (zero: lowest compared OMol25 entry of this formula, charge and spin) ... 3.56 kJ/mol
Total charge ... +1
HOMO energy (spin up / spin down) ... -15.40 / -15.39 eV
Multiplicity ... 2
Kohn-Sham gap (spin up / spin down) ... 10.52 / 5.77 eV
E_tot ... -398.86383 Ha

```
15
Properties=species:S:1:pos:R:3:lowdin_spin:R:1
C -1.3781 0.0565 1.6580 0.089
N -0.7013 0.5736 0.6070 0.061
O -0.6835 -0.2401 2.6356 0.773
H -2.4438 -0.0920 1.6649 0.032
H -1.1952 0.6462 -0.2705 0.005
H 0.2834 0.7836 0.7139 0.000
H 1.6843 -1.9499 1.6314 0.000
H 1.6283 -0.5405 2.3494 -0.002
O 2.0035 -1.0385 1.6180 0.036
H -1.9457 0.8853 -2.2385 0.000
H -0.7567 0.0507 -2.5713 0.000
O -1.5600 0.0244 -2.0310 0.005
H 2.2647 0.7950 -1.9233 0.000
H 1.3999 -0.3827 -1.6601 0.000
O 1.4002 0.4286 -2.1836 0.000
```

=====

> Which value of total charge does entry 1 give?

0